Molecular formula: C18H14F5IIrN2
Method: DFT, the ωB97M-V functional and the def2-TZVPD basis

Results
- Orbital gap (alpha / beta): 4.04 / 3.17 eV
- ΔE to the lowest compared entry with this formula, charge and spin: 85.0 kcal per mole
- Total charge: +2
- LUMO level (alpha / beta): -7.3 / -11.5 eV
- <S²>: 8.79
- Spin multiplicity: 6
- E: -46374.99227 eV

Each line ends with the Löwdin spin population.
CARTESIAN COORDINATES (ANGSTROEM)
C (0.92482, -2.00365, 0.85297)  0.165
C (-0.92919, -1.60573, -2.06322)  0.117
H (1.30710, -2.89723, 0.31900)  0.042
H (0.17962, -2.34779, 1.58546)  0.031
H (1.79488, -1.58579, 1.36039)  0.014
H (-1.24863, -0.94713, -2.87424)  0.008
H (-0.28101, -2.36323, -2.54044)  0.025
H (-1.82881, -2.11942, -1.67772)  0.034
C (1.24730, 0.58003, 2.04771)  0.040
C (2.13561, 1.46990, 2.66967)  0.091
C (2.60290, 2.58123, 1.96861)  0.060
C (2.20867, 2.73211, 0.65058)  0.051
H (0.80608, -0.24462, 2.61632)  0.002
H (2.44814, 1.24607, 3.68230)  0.005
H (3.26550, 3.32111, 2.42407)  0.002
H (2.49074, 3.58468, 0.04747)  0.001
N (1.00265, 0.66097, 0.73776)  0.186
C (1.38484, 1.76195, 0.05944)  0.121
C (0.70950, 1.96246, -1.21785)  0.126
N (-0.21945, 1.02841, -1.53942)  0.197
C (-1.17427, 1.35329, -2.41426)  0.030
C (-0.03958, 3.41390, -2.98444)  0.058
C (-1.04581, 2.47802, -3.23652)  0.108
H (-2.05771, 0.71223, -2.51437)  0.000
H (-1.74986, 2.57346, -4.05199)  0.006
C (0.83794, 3.14715, -1.94804)  0.061
H (1.61465, 3.83994, -1.64393)  0.002
H (0.06582, 4.32839, -3.56699)  0.001
Ir (-0.01804, -0.90201, -0.48052)  1.398
I (2.22395, -1.29399, -1.81737)  0.934
F (-1.53679, 1.78415, 0.80241)  0.071
C (-2.23322, 0.62929, 1.01479)  0.176
C (-1.80164, -0.62162, 0.58592)  0.011
C (-2.57984, -1.72315, 0.94896)  0.232
F (-2.21628, -3.00215, 0.63946)  0.091
C (-3.75444, -1.57389, 1.68465)  0.156
F (-4.47626, -2.67112, 1.98369)  0.059
C (-4.18750, -0.31168, 2.09015)  0.015
F (-5.34939, -0.17033, 2.75595)  -0.006
C (-3.41130, 0.79472, 1.74925)  0.203
F (-3.81308, 2.02256, 2.12535)  0.078

Cartesian forces, eV/Å:
1.06 -3.05 0.95
-0.99 -2.52 -1.74
-0.32 0.05 0.44
0.22 0.12 0.02
-0.22 0.07 -0.18
0.29 0.08 0.40
-0.50 0.11 0.14
0.20 0.07 -0.30
1.61 0.43 1.15
-1.09 -1.34 0.15
0.38 0.66 -1.17
0.32 0.00 0.73
0.27 0.35 -0.27
-0.24 0.29 0.05
-0.25 -0.34 -0.08
0.17 -0.02 0.32
-1.53 -1.09 0.08
-0.40 0.66 -2.07
1.35 0.03 1.89
-0.69 -1.01 0.21
-0.10 0.93 -1.58
1.24 0.12 0.47
-0.98 -1.11 0.52
0.59 0.18 -0.05
-0.10 0.29 0.16
-0.52 0.65 -0.73
-0.25 0.04 -0.29
-0.10 -0.30 0.09
-0.63 5.48 1.57
1.24 0.20 -0.83
-1.36 -2.20 0.27
2.31 1.06 -0.95
0.98 -0.04 -0.58
1.78 -1.31 -1.01
-0.63 2.58 0.47
-3.01 -1.29 1.62
1.20 1.95 -0.47
-1.51 -0.46 0.61
1.72 -0.15 -0.88
-2.33 2.09 1.61
0.83 -2.27 -0.74

=====

Molecular formula: C18H14F6N6O8RhS2
Method: DFT, the ωB97M-V functional and the def2-TZVPD basis

Results
- Orbital gap (alpha / beta): 6.20 / 6.25 eV
- ΔE to the lowest compared entry with this formula, charge and spin: 57.6 kcal per mole
- Total charge: +1
- LUMO level (alpha / beta): -6.1 / -6.1 eV
- E: -85190.19385 eV

Each line ends with the Mulliken charge.
CARTESIAN COORDINATES (ANGSTROEM)
Rh (0.05136, -0.04790, -0.09958)  1.341
F (4.35324, 0.19848, 0.32960)  -0.232
C (4.21684, -0.88386, 1.10359)  0.689
F (4.02580, -1.92756, 0.29912)  -0.222
F (5.33378, -1.06725, 1.77932)  -0.210
S (2.70667, -0.69242, 2.22064)  0.901
O (1.83589, 0.17247, 1.43483)  -0.445
O (3.14118, -0.16022, 3.45518)  -0.608
N (2.14148, -2.16660, 2.28148)  -0.580
S (0.96482, -2.40563, 1.28073)  0.990
O (1.26136, -2.12006, -0.10991)  -0.592
O (-0.27818, -1.78983, 1.69860)  -0.484
C (0.73618, -4.26109, 1.35213)  0.482
F (0.35517, -4.65749, 2.55223)  -0.180
F (1.86422, -4.85701, 1.02182)  -0.179
F (-0.20875, -4.59483, 0.47748)  -0.180
N (0.90673, 3.25088, -1.02481)  -0.029
C (0.16716, 3.18600, 0.12607)  0.597
C (-0.24487, 4.40768, 0.69689)  -1.022
C (-0.86857, 4.40842, 1.92063)  -0.390
C (-1.08298, 3.19702, 2.57762)  -1.128
C (-0.71874, 2.03829, 1.92635)  -0.495
N (-0.14209, 2.03308, 0.72288)  0.424
C (1.66589, 2.31093, -1.68711)  0.607
C (2.52753, 2.76115, -2.70367)  -0.831
C (3.31501, 1.85143, -3.37587)  -0.561
C (3.23638, 0.50455, -3.03368)  -1.008
C (2.34644, 0.13439, -2.04107)  -0.561
N (1.59615, 1.01755, -1.39272)  0.773
H (1.01505, 4.19261, -1.38573)  0.221
H (-0.03366, 5.33473, 0.18621)  0.468
H (-1.16310, 5.33948, 2.37580)  0.445
H (-1.52271, 3.16264, 3.56139)  0.474
H (-0.86759, 1.06645, 2.37729)  0.722
H (2.56107, 3.81132, -2.94840)  0.456
H (3.97539, 2.17809, -4.16540)  0.445
H (3.82710, -0.23994, -3.54433)  0.512
H (2.21581, -0.90742, -1.76835)  0.632
C (-3.10793, -0.62902, 2.30378)  -1.377
C (-3.10210, -0.95584, 0.86617)  0.310
N (-2.18981, -0.58680, -0.02591)  -0.018
C (-2.55886, -1.11448, -1.22676)  0.194
C (-3.73166, -1.81688, -1.06316)  0.138
N (-4.04749, -1.69292, 0.26375)  -0.052
C (-4.62155, -2.61604, -1.96052)  0.563
O (-4.25465, -2.76022, -3.19844)  -0.518
O (-5.62674, -3.07806, -1.47644)  -0.596
C (-1.69710, -0.89014, -2.43548)  0.774
O (-2.05366, -1.34127, -3.51709)  -0.824
O (-0.65138, -0.21497, -2.20954)  -0.533
H (-2.18474, -1.00493, 2.74596)  0.292
H (-3.95678, -1.09602, 2.79335)  0.386
H (-3.16449, 0.44837, 2.44382)  0.294
H (-4.86152, -2.13381, 0.67853)  0.276
H (-3.40199, -2.29552, -3.45929)  0.451

Cartesian forces, eV/Å:
0.86 3.29 -3.20
-0.15 0.08 0.29
0.20 -0.06 -0.35
-0.03 -0.02 0.01
-0.28 0.06 0.27
0.94 -0.09 -0.03
-1.06 0.54 -0.65
0.17 -0.25 0.28
-0.05 0.01 -0.08
-0.59 -1.29 1.55
-0.52 0.74 -1.48
-0.10 -0.45 0.34
-0.09 -0.36 0.00
0.09 0.36 0.10
0.17 0.15 -0.03
0.09 0.40 -0.01
-0.26 0.29 -0.21
-0.14 0.30 0.19
0.06 -0.31 0.15
0.12 -0.20 -0.20
0.12 -0.32 -0.21
-0.39 0.23 0.82
-0.19 -1.58 -1.45
0.33 -0.03 -0.35
-0.15 -0.29 0.21
-0.22 -0.09 0.21
-0.31 -0.02 0.22
0.81 -0.51 -0.81
-1.14 -0.90 1.62
-0.01 -0.31 0.11
0.06 0.04 -0.08
-0.05 0.13 0.05
-0.03 -0.09 0.03
-0.03 0.01 0.00
-0.01 0.11 0.02
0.04 0.06 -0.01
-0.02 -0.06 0.05
0.07 0.16 -0.02
0.18 -0.07 0.14
0.03 0.03 0.06
1.00 0.06 0.90
-0.38 -0.47 -0.55
0.56 0.21 -0.45
0.25 0.10 -0.29
-0.12 0.22 0.69
0.21 -0.14 -0.81
0.12 -0.03 -0.12
-2.39 -1.26 0.50
0.58 0.32 -0.01
2.14 1.06 1.91
-0.09 0.05 0.13
-0.03 0.01 0.10
-0.06 0.05 0.06
0.05 0.11 -0.09
-0.36 0.01 0.47